Entry 1:
{
  "formula": "BeH17O9",
  "method": "ωB97M-V with the def2-TZVPD basis set",
  "homo_energy_ev": -14.31,
  "relative_energy_kcal_mol": 0.51,
  "charge": 1,
  "homo_lumo_gap_ev": 10.8,
  "max_force_ev_per_a": 4.10,
  "symbols": ["Be", "O", "H", "O", "H", "H", "O", "H", "H", "O", "H", "H", "O", "H", "H", "O", "H", "H", "O", "H", "H", "O", "H", "H", "O", "H", "H"],
  "positions_angstrom": [[-11.591, 27.495, -4.595], [-13.009, 27.223, -4.113], [-13.959, 27.010, -4.380], [-14.489, 24.964, -3.542], [-15.338, 25.093, -3.068], [-13.845, 25.644, -3.327], [-14.390, 27.538, -1.542], [-14.271, 27.611, -2.498], [-15.260, 27.295, -1.550], [-10.589, 26.111, -4.516], [-10.793, 25.490, -3.831], [-9.933, 25.595, -5.025], [-11.325, 28.359, -6.156], [-10.380, 28.402, -6.425], [-11.734, 27.838, -6.893], [-10.737, 28.550, -3.627], [-11.045, 28.524, -2.666], [-9.911, 29.014, -3.471], [-12.314, 23.998, -5.180], [-11.668, 23.378, -4.832], [-12.850, 24.288, -4.423], [-12.971, 27.090, -7.740], [-13.669, 26.604, -7.305], [-13.202, 26.819, -8.620], [-14.629, 25.268, -6.387], [-14.585, 25.033, -5.445], [-15.273, 24.708, -6.762]]
}

Entry 2:
{
  "formula": "C25H17FN2O4",
  "method": "ωB97M-V with the def2-TZVPD basis set",
  "homo_energy_ev": -7.07,
  "relative_energy_kcal_mol": 66.78,
  "charge": 0,
  "homo_lumo_gap_ev": 7.1,
  "smiles": "Fc1ccc(/N=c2/c3c4c(ccc3cc3n2CCc2cc5c(cc2-3)OCO5)OCO4)cc1",
  "max_force_ev_per_a": 4.81,
  "symbols": ["F", "N", "O", "O", "O", "O", "C", "C", "C", "C", "C", "C", "C", "C", "C", "C", "C", "C", "C", "C", "C", "C", "C", "C", "C", "C", "C", "N", "C", "C", "C", "C", "H", "H", "H", "H", "H", "H", "H", "H", "H", "H", "H", "H", "H", "H", "H", "H", "H"],
  "positions_angstrom": [[2.592, -5.174, -2.977], [2.176, -0.927, 0.490], [-5.364, 2.349, -1.917], [-5.855, 0.121, -2.293], [4.511, 2.538, 3.202], [4.193, 0.652, 1.850], [-0.560, 2.146, 0.813], [-0.962, 0.980, 0.162], [1.235, 0.026, 0.672], [1.441, -3.158, -2.424], [3.279, -3.981, -1.061], [1.399, -2.016, -1.593], [3.217, -2.907, -0.209], [2.411, 3.661, 2.747], [1.099, 3.544, 2.313], [-3.084, 1.781, -0.905], [-3.906, -0.898, -1.224], [2.470, -4.051, -2.154], [2.220, -1.907, -0.477], [-4.347, 1.434, -1.511], [-4.682, 0.131, -1.748], [3.325, 2.588, 2.614], [2.966, 1.404, 1.929], [0.726, 2.297, 1.548], [-2.237, 0.749, -0.570], [1.669, 1.238, 1.391], [-2.606, -0.610, -0.675], [-0.098, -0.145, 0.338], [-6.438, 1.469, -2.389], [5.210, 1.465, 2.573], [-1.777, -1.789, -0.225], [-0.827, -1.356, 0.795], [-1.163, 3.039, 0.834], [0.837, -3.327, -3.355], [3.836, -4.919, -1.059], [0.704, -1.240, -1.839], [3.826, -2.839, 0.672], [2.827, 4.558, 3.287], [0.343, 4.308, 2.392], [-2.894, 2.770, -0.582], [-4.305, -1.843, -1.309], [-6.837, 1.810, -3.370], [-7.229, 1.407, -1.675], [5.800, 0.951, 3.331], [6.003, 2.008, 1.953], [-2.350, -2.661, -0.001], [-1.206, -2.192, -1.022], [-1.477, -1.299, 1.731], [-0.112, -2.182, 0.923]]
}

Entry 3:
{
  "formula": "F3Li3",
  "method": "ωB97M-V with the def2-TZVPD basis set",
  "homo_energy_ev": -9.89,
  "relative_energy_kcal_mol": 31.16,
  "charge": 0,
  "homo_lumo_gap_ev": 9.1,
  "max_force_ev_per_a": 1.97,
  "symbols": ["Li", "Li", "Li", "F", "F", "F"],
  "positions_angstrom": [[-2.119, -0.607, 1.211], [-0.109, -0.033, -0.719], [2.243, -0.271, 0.302], [0.526, -0.396, 1.142], [-1.903, 0.682, -0.199], [1.362, 0.625, -1.737]]
}

Entry 4:
{
  "formula": "C35H29AsN6OOsS",
  "method": "ωB97M-V with the def2-TZVPD basis set",
  "multiplicity": 5,
  "homo_energy_ev": [-12.74, -13.96],
  "relative_energy_kcal_mol": 68.64,
  "charge": 2,
  "homo_lumo_gap_ev": [7.6, 5.7],
  "max_force_ev_per_a": 0.40,
  "s2": 6.050,
  "symbols": ["Os", "C", "N", "C", "C", "N", "C", "C", "C", "C", "C", "C", "N", "C", "N", "C", "C", "C", "C", "C", "C", "N", "H", "H", "H", "H", "H", "H", "H", "H", "H", "H", "H", "H", "H", "H", "H", "S", "C", "C", "C", "C", "C", "C", "As", "C", "C", "C", "C", "C", "C", "C", "C", "C", "C", "C", "C", "H", "H", "H", "H", "H", "H", "H", "H", "H", "H", "H", "H", "H", "H", "O", "C", "N"],
  "positions_angstrom": [[-0.141, -0.835, -0.529], [0.082, 2.073, 0.592], [0.157, 2.487, -0.791], [-0.042, 1.480, -1.805], [1.224, 0.785, -2.223], [1.460, -0.453, -1.809], [2.732, -0.790, -2.293], [3.508, -1.938, -2.154], [4.746, -1.935, -2.762], [5.215, -0.831, -3.491], [4.460, 0.314, -3.631], [3.216, 0.304, -3.014], [2.228, 1.283, -2.944], [-1.267, 1.446, 1.036], [-1.281, -0.039, 1.066], [-1.925, -0.413, 2.175], [-2.417, -1.676, 2.578], [-3.043, -1.764, 3.787], [-3.202, -0.634, 4.641], [-2.753, 0.610, 4.281], [-2.127, 0.718, 3.038], [-1.579, 1.784, 2.414], [0.263, 2.951, 1.213], [0.884, 1.365, 0.832], [-0.468, 3.263, -0.960], [-0.501, 1.950, -2.677], [-0.832, 0.695, -1.542], [3.166, -2.789, -1.590], [5.378, -2.808, -2.674], [6.192, -0.879, -3.949], [4.819, 1.167, -4.186], [2.276, 2.217, -3.322], [-2.324, -2.534, 1.930], [-3.444, -2.713, 4.114], [-3.707, -0.771, 5.587], [-2.887, 1.470, 4.921], [-1.723, 2.740, 2.700], [-1.933, -2.222, -1.655], [-2.068, -3.604, -0.662], [-3.170, -4.459, -0.918], [-3.299, -5.659, -0.254], [-2.314, -6.054, 0.644], [-1.218, -5.229, 0.909], [-1.103, -3.993, 0.309], [0.432, -2.833, 0.615], [1.837, -4.018, 0.065], [3.016, -4.120, 0.791], [4.016, -4.978, 0.348], [3.830, -5.729, -0.802], [2.644, -5.631, -1.522], [1.645, -4.775, -1.090], [0.700, -2.571, 2.503], [1.437, -1.439, 2.847], [1.722, -1.171, 4.179], [1.267, -2.030, 5.169], [0.532, -3.157, 4.828], [0.251, -3.431, 3.497], [-3.899, -4.154, -1.656], [-4.141, -6.304, -0.456], [-2.382, -7.018, 1.129], [-0.440, -5.597, 1.569], [3.169, -3.538, 1.693], [4.937, -5.061, 0.907], [4.607, -6.403, -1.137], [2.501, -6.220, -2.418], [0.726, -4.695, -1.661], [1.797, -0.760, 2.079], [2.302, -0.297, 4.440], [1.492, -1.825, 6.207], [0.179, -3.827, 5.600], [-0.334, -4.309, 3.259], [-4.647, 1.666, 0.219], [-3.500, 1.762, 0.215], [-2.295, 1.918, 0.121]]
}

Entry 5:
{
  "formula": "C13H52ClN12O13",
  "method": "ωB97M-V with the def2-TZVPD basis set",
  "homo_energy_ev": -6.64,
  "charge": -1,
  "homo_lumo_gap_ev": 8.3,
  "max_force_ev_per_a": 6.44,
  "symbols": ["Cl", "C", "O", "H", "H", "H", "H", "C", "O", "H", "H", "H", "H", "C", "O", "H", "H", "H", "H", "C", "O", "H", "H", "H", "H", "C", "O", "H", "H", "H", "H", "C", "O", "H", "H", "H", "H", "C", "O", "H", "H", "H", "H", "C", "O", "N", "N", "H", "H", "H", "H", "C", "O", "N", "N", "H", "H", "H", "H", "C", "O", "N", "N", "H", "H", "H", "H", "C", "O", "N", "N", "H", "H", "H", "H", "C", "O", "N", "N", "H", "H", "H", "H", "C", "O", "N", "N", "H", "H", "H", "H"],
  "positions_angstrom": [[2.994, -10.884, 21.707], [7.428, -12.755, 20.150], [7.548, -14.022, 19.565], [6.462, -12.724, 20.654], [8.262, -12.451, 20.782], [7.194, -11.981, 19.419], [6.668, -14.261, 19.264], [5.875, -13.465, 23.484], [5.627, -13.506, 24.873], [5.104, -13.943, 22.878], [5.847, -12.425, 23.160], [6.848, -13.731, 23.071], [5.282, -14.375, 25.090], [1.665, -13.575, 17.151], [1.373, -13.011, 15.885], [1.522, -12.876, 17.975], [0.997, -14.288, 17.633], [2.650, -14.039, 17.202], [2.184, -12.983, 15.373], [2.378, -14.127, 24.602], [1.438, -14.670, 25.536], [3.042, -14.874, 24.167], [1.751, -13.723, 23.807], [2.896, -13.305, 25.095], [1.382, -14.068, 26.281], [-1.517, -10.834, 20.359], [-2.448, -10.204, 21.275], [-1.780, -11.891, 20.330], [-1.700, -10.310, 19.420], [-0.524, -10.749, 20.800], [-3.191, -10.809, 21.214], [-1.269, -12.627, 24.283], [-0.920, -11.316, 24.026], [-0.893, -13.022, 25.228], [-2.314, -12.689, 24.585], [-1.054, -13.366, 23.511], [-1.411, -10.966, 23.279], [4.640, -10.769, 18.161], [3.559, -9.841, 18.561], [5.230, -10.333, 17.356], [5.255, -11.079, 19.006], [4.270, -11.705, 17.741], [3.422, -10.042, 19.490], [1.923, -6.795, 22.622], [3.150, -6.686, 22.956], [1.524, -7.908, 22.076], [0.974, -5.872, 22.646], [0.544, -7.920, 21.832], [2.024, -8.748, 21.822], [0.080, -6.075, 22.222], [1.198, -4.908, 22.846], [0.666, -8.795, 26.031], [1.194, -7.909, 26.643], [-0.589, -9.173, 26.125], [1.189, -9.611, 25.199], [-1.212, -8.706, 26.769], [-0.924, -9.657, 25.305], [0.592, -10.103, 24.549], [2.169, -9.506, 24.980], [6.271, -4.881, 21.286], [7.166, -5.241, 20.493], [5.350, -5.780, 21.584], [6.303, -3.882, 22.098], [4.590, -5.546, 22.206], [5.663, -6.713, 21.352], [5.382, -3.593, 22.395], [7.129, -3.304, 22.031], [1.923, -14.626, 20.801], [1.843, -15.832, 20.584], [1.007, -13.902, 21.370], [3.048, -14.013, 20.536], [1.094, -12.926, 21.613], [0.139, -14.281, 21.721], [3.205, -13.031, 20.710], [3.744, -14.499, 19.988], [7.035, -9.345, 21.036], [8.223, -9.227, 20.820], [6.049, -8.888, 20.347], [6.575, -10.069, 22.018], [5.130, -9.219, 20.604], [6.189, -8.177, 19.643], [7.231, -10.337, 22.737], [5.601, -10.293, 22.160], [4.735, -9.501, 25.239], [5.219, -8.873, 26.163], [4.594, -10.779, 25.221], [4.264, -8.910, 24.166], [5.260, -11.322, 25.752], [4.214, -11.178, 24.375], [4.079, -9.432, 23.321], [4.160, -7.914, 24.299]]
}